1.
The following is a quantum chemistry calculation of a structure of composition C19H23B3Cl2F4N10O6Ti in a non-equilibrium geometry, from OMol25.

Kohn-Sham gap: 6.6 eV
LUMO: -2.3748 eV
Relative energy (zero: lowest compared OMol25 entry of this formula, charge and spin): 9.6 kcal per mole
DFT total energy: -108331.3061 eV

Structure (XYZ):
```
68
Properties=species:S:1:pos:R:3:forces:R:3
Ti 0.40397 -0.07569 0.15864 -0.837 0.634 0.616
C -0.00894 4.51529 1.75671 -0.095 0.060 -0.014
C 0.32443 3.14579 1.27475 0.114 -0.234 0.000
N -0.38713 2.45306 0.46902 0.278 0.008 -0.107
O -1.52870 3.00344 0.06714 -0.178 -0.269 0.101
B -2.05566 2.58101 -1.27299 0.100 -0.060 -0.241
F -1.61433 3.51706 -2.20459 0.018 0.039 0.015
F -3.41102 2.46740 -1.19257 -0.075 0.087 -0.009
O -1.55561 1.21955 -1.71864 -0.170 0.058 0.189
N -0.23298 1.01276 -1.61387 0.095 -0.398 -0.041
C 0.55463 1.23361 -2.58979 0.494 -0.234 0.010
C 0.18896 1.74388 -3.93324 -0.172 0.114 0.068
C 1.95965 0.83398 -2.24623 -0.306 -0.198 -0.052
N 2.05832 0.19143 -1.13681 0.189 0.255 -0.240
O 3.29898 -0.18932 -0.74885 -0.033 0.079 0.084
B 3.82070 0.69858 0.37475 0.165 -0.194 -0.192
F 3.85787 2.01184 -0.12479 0.020 0.074 0.015
F 5.02883 0.19353 0.73893 -0.002 0.073 0.002
O 2.92382 0.65503 1.55705 -0.109 -0.019 0.091
N 1.70781 1.23641 1.29404 0.201 -0.327 -0.011
C 1.57968 2.45984 1.66007 -0.123 0.174 0.084
C 2.62857 3.20938 2.40224 0.002 -0.017 -0.042
C 3.12666 1.11482 -3.11911 0.018 -0.007 0.110
H -0.84041 4.90864 1.17856 0.021 -0.002 0.019
H 0.84769 5.18107 1.66009 0.020 -0.004 -0.001
H -0.29795 4.49544 2.81012 0.002 -0.005 0.009
H -0.88972 1.85497 -4.00319 0.043 -0.004 -0.018
H 0.65053 2.71629 -4.11105 -0.012 0.014 0.016
H 0.55402 1.05219 -4.69418 -0.011 -0.015 -0.007
H 3.35936 2.53580 2.83751 -0.028 -0.018 -0.022
H 2.16747 3.83179 3.16734 0.004 0.001 0.027
H 3.14579 3.86780 1.70016 0.019 -0.015 -0.003
H 2.83096 1.59744 -4.04518 -0.007 0.012 -0.003
H 3.64663 0.17920 -3.33099 0.016 0.007 -0.002
H 3.82958 1.74490 -2.57150 0.002 0.000 -0.012
C -0.68446 -2.54914 -3.10070 -0.052 -0.050 0.058
C 0.25293 -2.12302 -2.17419 0.122 0.018 0.077
N -0.36146 -1.61789 -1.09592 -0.053 0.251 -0.136
N -1.69622 -1.71866 -1.30905 0.059 -0.009 0.052
C -1.90529 -2.28551 -2.49679 -0.011 0.007 -0.028
B -2.75688 -1.69705 -0.17233 -0.048 0.182 -0.169
N -2.58131 -0.46433 0.75810 0.026 -0.063 0.069
C -3.55934 0.01284 1.52593 -0.023 0.024 -0.018
C -3.01046 0.73745 2.57379 -0.017 -0.076 -0.033
C -1.64656 0.64067 2.37087 0.133 0.028 0.015
N -1.39012 -0.08196 1.27238 0.036 -0.037 -0.277
N -2.63547 -2.96525 0.65290 0.054 -0.248 0.115
C -3.53137 -3.97235 0.72546 -0.045 -0.039 0.050
C -3.00726 -4.95537 1.53263 -0.094 0.039 -0.078
C -1.75404 -4.44646 1.90854 0.058 0.020 0.034
N -1.53194 -3.25434 1.37914 0.040 0.112 -0.051
H -0.50771 -3.01933 -4.05080 0.003 -0.004 -0.016
H 1.32979 -2.16155 -2.19633 -0.025 -0.001 -0.058
H -2.91148 -2.49933 -2.81479 -0.003 0.004 -0.033
H -3.84068 -1.64221 -0.68124 -0.023 0.001 0.013
H -4.58342 -0.21583 1.28590 -0.024 0.020 0.015
H -3.52932 1.25444 3.35962 -0.002 0.009 0.018
H -0.83144 1.06417 2.93620 -0.036 0.011 0.011
H -4.47038 -3.90464 0.20217 -0.026 -0.028 -0.001
H -3.46100 -5.89169 1.80496 0.009 -0.015 0.011
H -1.00075 -4.89631 2.53498 0.000 -0.047 0.023
Cl 1.99470 -4.94305 2.30021 0.065 0.085 0.006
C 2.01700 -3.17880 2.38207 -0.040 -0.228 -0.038
Cl 3.54033 -2.55582 3.02675 0.064 0.022 0.022
C 1.82199 -2.57121 0.99800 -0.396 0.174 -0.143
O 2.21691 -3.00596 -0.03794 0.069 -0.123 0.176
O 1.12211 -1.42766 1.10417 0.550 0.288 -0.070
H 1.22016 -2.86308 3.04575 -0.034 0.001 -0.058
```
Positions in Å, forces in eV/Å.

=====

2.
The following is a quantum chemistry calculation of a cluster of 2 separate species, C19H23Br2NO4 in total in a non-equilibrium geometry, from OMol25.

Kohn-Sham gap: 7.9 eV
LUMO: -1.3197 eV
DFT total energy: -169833.2029 eV

Structure (XYZ):
```
49
Properties=species:S:1:pos:R:3:forces:R:3
C 3.49158 -3.02849 -1.28646 -0.023 0.901 0.619
C 1.98075 -2.75852 -1.79192 0.290 -2.127 0.088
Br 1.70928 -0.92321 -2.50397 0.141 -0.930 0.438
C 0.85873 -3.19036 -0.68855 1.088 0.580 0.544
Br -0.71202 -3.83906 -1.71053 0.607 0.340 0.641
C 0.54482 -2.04254 0.37459 1.898 0.940 0.998
C 1.63439 -1.50302 1.09924 -2.697 0.217 -0.241
C 1.29436 -0.31115 2.12753 0.427 0.520 0.984
O 1.86151 -0.15851 3.23223 -1.656 -0.568 -3.741
C 0.16599 0.72345 1.60403 -1.851 -1.236 -0.884
C 0.33799 2.28139 1.89139 0.560 -0.028 -1.258
C 1.88883 2.70418 1.67918 -0.234 0.383 0.361
C 2.52273 2.16253 0.31299 0.542 -0.211 0.047
C 3.83550 3.00969 -0.15334 -1.027 -1.862 -0.343
O 4.99267 2.60655 0.62606 -0.646 0.066 -0.157
C -0.94771 0.16340 0.89556 2.028 1.234 0.937
C -2.14057 1.10204 0.37264 -0.227 -0.504 -0.622
C -2.40271 1.12914 -1.16481 -3.250 3.246 3.458
C -3.56585 2.12785 -1.52302 2.088 -1.299 3.479
C -4.20686 2.86448 -0.33437 0.678 -0.821 -1.059
N -3.95949 2.77716 1.05665 2.398 -2.259 -2.644
C -2.91896 1.89129 1.43545 -0.212 -0.081 -3.648
C -0.91598 -1.42792 0.66212 -1.738 -0.260 0.169
O -1.96574 -2.10288 0.74410 3.699 2.008 -0.477
H 3.52729 -3.76379 -0.39675 -0.229 1.029 -1.514
H 4.14370 -3.43988 -2.12634 -0.979 0.676 1.107
H 3.94232 -2.03509 -0.90353 -0.578 -1.630 -0.703
H 1.82465 -3.47419 -2.68442 0.049 1.404 1.419
H 1.31889 -4.07092 -0.10185 -1.004 1.223 -1.116
H 2.71974 -1.82727 1.02152 -1.689 0.294 0.165
H -0.08369 2.62938 2.89154 0.781 -0.710 -1.172
H -0.24498 2.86691 1.08109 0.695 -1.190 1.272
H 2.48825 2.36874 2.60136 -0.737 0.470 -1.559
H 1.93505 3.85918 1.64114 -0.140 -1.794 0.159
H 2.91540 1.07893 0.44440 -0.709 1.550 -0.158
H 1.74812 2.08534 -0.54392 1.124 0.413 1.390
H 4.02468 2.68879 -1.24436 -0.321 0.961 1.417
H 3.64815 4.12643 -0.03328 0.564 -1.530 -0.178
H 5.05662 1.62542 0.67161 -0.344 1.101 -0.253
H -1.83523 0.51434 -1.93147 -0.768 0.872 1.294
H -3.89216 2.29882 -2.61143 0.479 -0.202 2.063
H -5.03102 3.61586 -0.63055 1.416 -1.347 0.699
H -2.65070 1.79235 2.54958 -0.527 0.131 -2.040
C -5.00964 -2.57259 -0.97807 0.233 -0.105 0.091
O -4.60144 -3.52373 -1.95154 0.077 -0.191 -0.152
H -5.72088 -1.88425 -1.43585 0.059 -0.138 -0.056
H -5.49038 -3.08480 -0.14069 -0.053 0.206 0.103
H -4.14171 -2.01214 -0.62288 -0.151 0.112 0.156
H -3.97428 -4.11928 -1.52211 -0.130 0.149 -0.122
```
Positions in Å, forces in eV/Å.

=====

- What is the Kohn-Sham gap in the second record?
  7.9 eV